Below is a single C4H4F2O molecule, with properties calculated with wB97M-V/def2-TZVPD.

Element x y z (Å)
F: 1.8634 -1.1394 -0.1268
F: 0.9706 1.8809 0.0392
O: -1.7393 -0.4501 -0.1804
C: 0.2352 0.7788 0.1618
C: -1.2924 0.8863 -0.0710
C: -0.6384 -1.4774 0.2036
C: 0.6016 -0.5092 -0.0783
H: -0.8927 -2.3953 -0.3323
H: -0.6841 -1.5213 1.4826
H: -1.7829 1.5839 0.7342
H: -1.6690 1.1901 -0.9493

Kohn-Sham gap, Ha: 0.37544
Highest occupied orbital energy, eV: -9.6
Relative energy (zero: lowest compared OMol25 entry of this formula, charge and spin), kJ/mol: 303.6
F_max, eV Å⁻¹: 5.62
SMILES: FC1=C(F)COC1



Below is a 2-piece molecular cluster, C4H4F3N2 overall, with properties calculated with wB97M-V/def2-TZVPD.

Element x y z (Å)
F: 3.3778 -0.2672 -1.3034
F: 2.6656 0.8968 0.4845
F: 3.4683 -1.0687 0.8078
N: -0.0953 0.5780 0.1358
N: -2.2479 0.4583 -0.1999
C: -0.4815 -0.7035 0.3542
C: 3.3476 -0.0997 -0.0013
C: -1.8584 -0.7988 0.1791
C: -1.1986 1.2357 -0.2718
H: 0.0045 -1.4410 0.8334
H: -3.2598 0.5972 -0.5600
H: -2.5468 -1.5359 0.2557
H: -1.1754 2.1487 -0.7140

Kohn-Sham gap (spin up / spin down), Ha: 0.12952 / 0.12960
Highest occupied orbital energy (spin up / spin down), eV: -12.1 / -12.1
Net charge: +1
Relative energy (zero: lowest compared OMol25 entry of this formula, charge and spin), kJ/mol: 323.9
F_max, eV Å⁻¹: 4.92



Below is a 2-piece molecular cluster, C4H4F3O3S overall, with properties calculated with wB97M-V/def2-TZVPD.

Element x y z (Å)
S: -1.4132 -1.0636 -0.3345
F: 3.7260 0.0408 0.4654
F: 3.1050 -1.1290 -1.2136
F: -0.0310 -1.3415 1.8226
O: -3.5171 -0.9076 -0.2443
O: -4.3116 1.0536 0.4174
O: -1.1751 -1.0186 -1.7384
C: -1.9147 0.6501 0.3719
C: 0.1406 -1.3102 0.4497
C: 2.6437 -0.1194 -0.4269
C: -3.4041 0.2631 0.3509
H: 2.5280 0.9173 -0.9420
H: -1.4520 0.6157 1.2807
H: -1.7436 1.4620 -0.3468
H: 0.7684 -2.1157 -0.0711

Kohn-Sham gap (spin up / spin down), Ha: 0.28806 / 0.23231
Highest occupied orbital energy (spin up / spin down), eV: -4.6 / -3.6
Net charge: -1
Relative energy (zero: lowest compared OMol25 entry of this formula, charge and spin), kJ/mol: 405.3
F_max, eV Å⁻¹: 3.80



Below is a 2-piece molecular cluster, C4H4F4O overall, with properties calculated with wB97M-V/def2-TZVPD.

Element x y z (Å)
F: -1.1519 4.6161 -0.0953
F: 0.4304 0.5220 1.1838
F: -3.1405 3.8179 -0.1101
F: -2.1598 3.9513 1.8609
O: -2.7354 1.3651 -0.4324
C: -0.7682 0.1519 0.6751
C: -2.0157 3.7746 0.5008
C: -1.7272 1.5772 0.1953
C: -0.7122 -0.5951 -0.5671
H: -1.4834 -0.3640 1.3794
H: -1.7134 -0.6966 -0.9285
H: -0.1558 0.1082 -1.2356
H: -0.1745 -1.5304 -0.6836

Kohn-Sham gap (spin up / spin down), Ha: 0.32608 / 0.32608
Highest occupied orbital energy (spin up / spin down), eV: -9.1 / -9.1
Relative energy (zero: lowest compared OMol25 entry of this formula, charge and spin), kJ/mol: 221.2
F_max, eV Å⁻¹: 3.91



Below is an isolated ion of composition C4H4F9NO2PS2 and charge +1, with properties calculated with wB97M-V/def2-TZVPD.

Element x y z (Å)
S: 2.0216 0.6591 -1.1484
S: 0.8650 2.0874 0.0226
P: 3.4275 -0.4594 0.2923
F: -0.6333 -1.8491 -0.4094
F: -3.3082 -0.0660 0.8389
F: -0.8599 0.4561 -1.6541
F: -2.5809 -2.7863 -0.5868
F: -3.3960 -0.5452 -1.2867
F: -1.8980 -2.1096 1.3276
F: -2.3869 1.7962 -0.8837
F: -1.2964 2.1359 1.3301
F: -0.3044 0.2186 1.3980
O: 1.7179 2.2268 1.1534
O: 0.5149 3.1915 -0.7864
N: 3.3074 -1.9564 -0.0042
C: -1.6253 0.7490 -0.5620
C: -1.9180 -1.8447 0.0341
C: -0.7022 1.2149 0.6082
C: -2.5879 -0.4346 -0.2243
H: 3.0689 0.0608 1.5407
H: 4.6119 0.1199 -0.1527
H: 2.9477 -2.5208 0.7618
H: 1.2208 -0.3591 -1.5138

Kohn-Sham gap, Ha: 0.33004
Highest occupied orbital energy, eV: -14.6
Net charge: +1
F_max, eV Å⁻¹: 1.44



Below is a single C4H4FN3 molecule, with properties calculated with wB97M-V/def2-TZVPD.

Element x y z (Å)
F: -2.4772 0.6608 -1.4991
N: -1.0602 -1.1287 -1.6819
N: 0.3464 -0.7423 -0.3276
N: 0.1425 -1.5289 -1.2017
C: -1.3340 0.0655 -1.2763
C: 1.3616 -0.0673 0.6591
C: 0.1691 0.9598 1.0776
C: -0.5333 0.2456 -0.0865
H: 2.1427 0.2395 0.0157
H: -0.4415 0.3414 1.9714
H: 0.2944 2.0356 1.1575
H: 1.3896 -1.0811 1.1918

Kohn-Sham gap, Ha: 0.35713
Highest occupied orbital energy, eV: -9.1
Relative energy (zero: lowest compared OMol25 entry of this formula, charge and spin), kJ/mol: 510.6
F_max, eV Å⁻¹: 10.19
SMILES: Fc1nnn2c1CC2



Below is a single C4H4FNO2 molecule, with properties calculated with wB97M-V/def2-TZVPD.

Element x y z (Å)
F: 1.1817 -0.3784 1.5436
O: 1.0193 -1.7757 -1.3373
O: -2.1275 -0.5943 0.5271
N: 0.4847 0.5488 -1.3524
C: -1.0474 -0.8637 1.0139
C: 0.2144 -0.2539 0.5515
C: 0.1208 1.1505 -0.0556
C: 0.6568 -0.7320 -0.8740
H: -0.8697 1.5770 0.0000
H: 0.7956 1.8790 0.3646
H: 0.5855 1.0142 -2.2830
H: -1.0141 -1.5713 1.9017

Kohn-Sham gap, Ha: 0.39263
Highest occupied orbital energy, eV: -10.4
Relative energy (zero: lowest compared OMol25 entry of this formula, charge and spin), kJ/mol: 22.1
F_max, eV Å⁻¹: 2.54
SMILES: O=C[C@]1(F)CNC1=O



Below is C4H4FNOS as an isolated structure, with properties calculated with wB97M-V/def2-TZVPD.

Element x y z (Å)
S: 3.1897 0.0339 -0.1445
F: -1.3945 1.7507 -0.0490
O: 0.7791 -0.6967 0.0935
N: 1.0142 1.5171 -0.1680
C: -1.7073 -1.1250 -0.1166
C: -0.4963 -0.2814 0.1810
C: 1.4812 0.3824 -0.0322
C: -0.3577 1.0320 -0.0428
H: -2.3482 -1.6877 0.7765
H: 3.5549 1.3855 1.1134
H: -2.5454 -0.3676 -0.7420
H: -1.1699 -1.9432 -0.8693

Kohn-Sham gap, Ha: 0.29324
Highest occupied orbital energy, eV: -8.8
Relative energy (zero: lowest compared OMol25 entry of this formula, charge and spin), kJ/mol: 403.4
F_max, eV Å⁻¹: 6.33



Below is a single C4H4FNOS molecule, with properties calculated with wB97M-V/def2-TZVPD.

Element x y z (Å)
S: 2.4716 -1.0818 0.1484
F: -2.6995 -0.8199 0.0235
O: 1.5266 1.6669 -0.0599
N: 0.8017 -0.4939 -0.2188
C: -0.3799 -1.2760 -0.0669
C: -1.4200 -0.4244 0.0528
C: -0.9624 0.9243 0.1575
C: 0.5785 0.8304 -0.0443
H: -0.2466 -2.4230 -0.3348
H: 2.9089 0.1555 -0.4293
H: -1.5933 1.6792 -0.4881
H: -0.9857 1.2627 1.2599

Kohn-Sham gap, Ha: 0.33172
Highest occupied orbital energy, eV: -8.6
Relative energy (zero: lowest compared OMol25 entry of this formula, charge and spin), kJ/mol: 148.8
F_max, eV Å⁻¹: 4.25
SMILES: O=C1CC(F)=CN1S



Below is a single C4H4FNS2 molecule, with properties calculated with wB97M-V/def2-TZVPD.

Element x y z (Å)
S: 1.6203 1.8438 -0.3110
S: -1.8990 0.2229 -1.5847
F: -0.4773 -1.2942 0.7467
N: -1.9290 0.9937 -0.0705
C: -0.8175 1.1762 0.5294
C: 0.6793 -0.7110 0.3987
C: 1.7969 -1.4783 0.1810
C: 0.5248 0.7118 0.1884
H: -3.2532 0.2039 -1.7920
H: 2.7510 -1.0106 -0.1085
H: -0.9624 1.8292 1.4261
H: 1.9661 -2.4875 0.3964

Kohn-Sham gap, Ha: 0.26510
Highest occupied orbital energy, eV: -8.9
Relative energy (zero: lowest compared OMol25 entry of this formula, charge and spin), kJ/mol: 220.3
F_max, eV Å⁻¹: 3.42
SMILES: C=C(F)C(=S)/C=N\S